Record 1
The ion C4H7IN with charge +1 at a distorted geometry. Source: the OMol25 dataset; level of theory: wB97M-V/def2-TZVPD.

Its total charge is +1. The LUMO energy comes out at -4.77 eV. Its SMILES is C#C[C@](C)([NH3+])I. Its energy above the lowest of the compared OMol25 structures with the same formula, charge and spin is 67.5 kcal/mol. For the orbital gap, the calculation gives 9.084 eV. The calculation puts the highest occupied orbital energy at -13.85 eV.

```
13
Properties=species:S:1:pos:R:3:nbo_charge:R:1
C -0.220 2.531 -0.148 -0.040
C -0.043 1.334 -0.037 -0.195
C 0.291 -0.064 -0.107 0.059
C -0.308 -0.799 -1.229 -0.687
N -0.074 -0.782 1.233 -0.754
I 2.582 -0.261 -0.052 0.159
H -0.349 3.567 0.241 0.284
H 0.028 -1.749 -1.567 0.269
H -1.389 -0.575 -1.018 0.240
H -0.172 -0.243 -2.087 0.272
H -1.122 -0.733 1.544 0.462
H 0.310 -1.817 1.184 0.471
H 0.466 -0.407 2.044 0.459
```

=====

Record 2
A cluster of 2 separate species, C4H7IN in total at a distorted geometry. Source: the OMol25 dataset; level of theory: wB97M-V/def2-TZVPD.

Its total charge is +1. The LUMO energy comes out at -6.33 eV. Its energy above the lowest of the compared OMol25 structures with the same formula, charge and spin is 104.0 kcal/mol. For the orbital gap, the calculation gives 7.994 eV. The calculation puts the highest occupied orbital energy at -14.32 eV.

```
13
Properties=species:S:1:pos:R:3:nbo_charge:R:1
C -0.468 1.276 -0.876 -0.494
C 1.093 1.400 -0.674 -0.504
C -0.890 -1.941 1.283 0.007
C 0.133 1.612 0.364 0.154
N -0.090 -0.969 1.090 -0.667
I 0.129 2.195 2.292 0.584
H -1.173 1.930 -1.315 0.281
H -0.679 0.202 -1.186 0.328
H 1.526 0.460 -0.832 0.294
H 1.833 2.241 -1.116 0.299
H -1.899 -1.798 0.901 0.185
H -0.569 -2.758 1.909 0.186
H 0.835 -1.182 1.464 0.347
```

=====

Record 3
The ion C4H7IN2OP with charge +1 at a distorted geometry. Source: the OMol25 dataset; level of theory: wB97M-V/def2-TZVPD.

Its total charge is +1. The LUMO energy comes out at -5.02 eV. Its SMILES is CN(C#P=[NH2+])/C=C(/O)I. Its energy above the lowest of the compared OMol25 structures with the same formula, charge and spin is 29.8 kcal/mol. For the orbital gap, the calculation gives 7.842 eV. The calculation puts the highest occupied orbital energy at -12.86 eV.

```
16
Properties=species:S:1:pos:R:3:nbo_charge:R:1
C -0.147 0.894 1.457 -0.425
N -0.074 0.564 0.077 -0.305
C 0.797 -0.208 -0.466 -0.105
P 2.277 -0.972 -0.709 1.102
N 1.687 -2.504 -0.971 -1.108
C -1.098 1.393 -0.528 -0.264
C -2.370 1.112 -0.723 0.282
O -3.314 1.808 -1.258 -0.651
I -3.220 -0.748 -0.044 0.146
H -0.532 1.975 1.563 0.254
H 0.931 0.708 1.901 0.230
H -0.863 0.277 1.925 0.243
H 0.770 -2.785 -0.858 0.413
H 2.282 -3.262 -1.279 0.432
H -0.807 2.360 -1.053 0.247
H -3.186 2.671 -1.529 0.509
```